# C14H29BiP2

C14H29BiP2 as an isolated structure at a distorted geometry (ωB97M-V/def2-TZVPD, the Open Molecules 2025 dataset).

Geometry as ORCA input:
```
! wB97M-V def2-TZVPD RIJCOSX def2/J DEFGRID3
* xyz 0 1
C -0.1155 2.1219 -3.3137
C 0.1729 1.6233 -4.5851
C -0.0163 0.2880 -4.9890
C -0.5595 -0.7041 -4.1442
C -0.9019 -0.4165 -2.8301
Bi -0.4359 1.0869 -1.6885
P -0.6712 3.0550 -0.3909
H 0.1304 3.1895 -3.1625
H 0.5434 2.3286 -5.3443
H 0.2127 0.0229 -6.0292
H -1.4982 -1.1726 -2.2735
H -0.8029 -1.6805 -4.5877
H -1.9205 3.2425 0.2706
H -0.6551 4.3067 -1.0759
H 0.1221 3.4994 0.7157
C -1.0313 1.2864 2.8567
C 0.2599 0.5658 2.4417
C 0.5858 -0.4283 3.5888
P 0.1677 -0.0409 0.6471
C 1.9789 -0.2785 0.2387
C 2.8332 -0.9053 1.3420
C 2.1366 -1.1594 -1.0118
C -1.1342 -1.3762 0.5674
C -1.0495 -2.4656 1.6318
C -2.5752 -0.8392 0.4740
H -1.8623 0.5724 2.9975
H -1.3283 2.0510 2.1238
H -0.8869 1.8033 3.8299
H 1.0582 1.3373 2.4260
H -0.2513 -1.0877 3.8463
H 1.4631 -1.0677 3.4568
H 0.7669 0.1564 4.5167
H 2.4162 0.7231 0.0354
H 2.4375 -1.9010 1.6327
H 3.8774 -1.0383 0.9875
H 2.9172 -0.2107 2.2000
H 1.6672 -0.7198 -1.9049
H 3.2116 -1.2826 -1.2639
H 1.6976 -2.1644 -0.8329
H -0.9131 -1.9000 -0.3783
H -1.4720 -2.1186 2.5866
H -1.6911 -3.3220 1.3316
H -0.0087 -2.8344 1.7415
H -2.6920 -0.1220 -0.3598
H -3.2761 -1.6798 0.2801
H -2.9078 -0.3441 1.3992
*
```

Properties
* DFT total energy: -39395.752 eV
* HOMO: -0.188 hartree
* gap between HOMO and LUMO: 5.174 eV
* ΔE to the lowest compared entry with this formula, charge and spin: 102.3 kcal/mol

***

# C14H29Br4O10Zr

C14H29Br4O10Zr as an isolated structure at a distorted geometry (ωB97M-V/def2-TZVPD, the Open Molecules 2025 dataset).

Geometry as ORCA input:
```
! wB97M-V def2-TZVPD RIJCOSX def2/J DEFGRID3
* xyz 3 1
Zr -7.4931 -6.9185 11.5035
C -7.4188 -6.4593 7.9931
O -7.4324 -6.7800 9.3545
H -8.0462 -5.5875 7.7739
H -6.4299 -6.2657 7.5733
H -7.9030 -7.2646 7.4298
Br -12.4056 -6.7012 6.9857
C -11.6512 -8.5084 6.6878
C -10.6143 -8.4339 5.5977
Br -9.9204 -10.2158 5.2579
H -12.5253 -9.0924 6.4176
H -11.2409 -8.9313 7.5969
H -9.8201 -7.7132 5.8056
H -11.0083 -8.0204 4.6693
Br -6.6890 -2.3711 4.4327
C -5.8543 -3.2552 5.9674
C -4.3635 -3.1575 5.9601
Br -4.0189 -1.2045 5.8928
H -6.2086 -4.2889 5.9419
H -6.2331 -2.8428 6.9022
H -3.9359 -3.5201 5.0312
H -3.9894 -3.5650 6.8946
C -5.3835 -9.3456 7.2468
O -6.2643 -9.2651 6.1391
C -6.1836 -8.1852 5.3405
O -5.3607 -7.3069 5.4070
O -7.0757 -8.3575 4.3870
C -7.3781 -7.3223 3.4615
H -5.5853 -10.3142 7.7034
H -5.5888 -8.6059 8.0259
H -4.3472 -9.3428 6.9177
H -7.9600 -6.5093 3.9070
H -8.0867 -7.7532 2.7586
H -6.5140 -6.9080 2.9509
C -11.8972 -7.5170 11.0916
O -11.4628 -8.6939 10.4267
C -10.1989 -8.9780 10.2881
O -9.3000 -8.2690 10.7869
O -10.0365 -10.0246 9.5661
C -8.8847 -10.0362 8.6804
H -11.6185 -6.6258 10.5308
H -11.4888 -7.4217 12.1057
H -12.9650 -7.6257 11.2562
H -9.3140 -10.1723 7.6828
H -8.2090 -10.8789 8.8409
H -8.1932 -9.1973 8.7443
C -2.4288 -6.4046 8.9132
O -3.7578 -6.7888 9.3108
C -4.0558 -6.9062 10.5641
O -5.2175 -6.7231 10.9762
O -3.0399 -7.1830 11.3212
C -3.1566 -7.6279 12.6880
H -2.4346 -6.2647 7.8389
H -1.7416 -7.2433 9.0763
H -1.9544 -5.6243 9.5062
H -2.3138 -7.2933 13.2850
H -3.0343 -8.7138 12.6874
H -4.1438 -7.3789 13.0628
*
```

Properties
* DFT total energy: -316879.420 eV
* HOMO: -0.592 hartree
* gap between HOMO and LUMO: 1.686 eV